[1]
{"formula": "C5H39NO15", "method": "ωB97M-V/def2-TZVPD", "symbols": ["C", "O", "C", "C", "C", "C", "O", "N", "H", "H", "H", "H", "H", "H", "H", "H", "H", "H", "H", "H", "H", "H", "H", "O", "H", "H", "O", "H", "H", "O", "H", "H", "O", "H", "H", "O", "H", "H", "O", "H", "H", "O", "H", "H", "O", "H", "H", "O", "H", "H", "O", "H", "H", "O", "H", "H", "O", "H", "H", "O"], "coordinates": [[0.550, -0.975, -0.009], [1.886, -1.060, -0.456], [-0.365, -0.439, -1.245], [-1.682, -1.186, -1.503], [-1.315, -2.568, -2.220], [-0.509, -2.494, -3.504], [0.886, -2.530, -3.322], [-0.631, 1.029, -1.235], [0.211, -1.946, 0.326], [0.404, -0.437, 0.943], [2.085, -0.562, -1.365], [0.360, -0.527, -2.078], [-2.285, -0.563, -2.300], [-2.298, -1.469, -0.629], [-2.379, -3.008, -2.422], [-0.946, -3.141, -1.363], [-0.684, -1.494, -3.832], [-0.710, -3.292, -4.282], [1.123, -3.061, -2.632], [0.216, 1.526, -1.014], [-1.270, 1.066, -0.416], [0.383, 3.910, 2.197], [-0.493, 4.820, 1.544], [0.449, 4.847, 1.793], [1.773, -3.502, 0.068], [1.739, -4.654, -0.842], [1.506, -4.437, 0.037], [0.461, 3.659, 0.194], [1.582, 2.537, 0.687], [0.759, 2.731, 0.181], [-0.908, 2.441, 0.299], [-1.544, 2.256, 1.753], [-1.433, 2.927, 1.014], [-0.204, -4.130, 0.818], [-0.704, -4.921, -0.329], [-1.050, -4.314, 0.290], [-2.953, 0.540, 0.830], [-2.503, 0.830, 2.340], [-2.295, 0.276, 1.528], [0.381, 1.674, 3.306], [-0.034, 2.853, 4.166], [-0.355, 2.304, 3.452], [-1.969, -2.929, 2.312], [-2.621, -1.693, 2.487], [-2.451, -2.585, 2.960], [3.173, 0.550, -4.004], [1.821, 0.905, -3.236], [2.698, 0.606, -3.096], [-0.335, 1.647, -3.071], [0.571, 2.793, -3.349], [0.322, 1.897, -3.714], [2.584, 2.298, 3.477], [2.730, 2.449, 2.040], [2.067, 2.147, 2.713], [-1.666, 1.001, 3.991], [-2.432, -0.311, 4.570], [-2.545, 0.621, 4.187], [2.740, 0.489, 0.217], [2.943, 1.322, -1.093], [2.803, 1.426, -0.163]], "homo_lumo_gap_ev": 9.506, "e_tot_ev": -38017.4542}

=====

[2]
{"formula": "C5H3ClN4S", "method": "ωB97M-V/def2-TZVPD", "symbols": ["Cl", "C", "C", "C", "C", "C", "N", "N", "N", "N", "S", "H", "H", "H"], "coordinates": [[0.698, -0.385, -4.234], [0.196, -0.372, -2.555], [-0.850, -1.060, -2.024], [-1.028, -0.850, -0.608], [-0.071, 0.008, -0.064], [0.095, 0.426, 1.323], [-0.772, 0.363, 2.261], [-0.263, 0.933, 3.385], [0.882, 1.419, 3.147], [1.202, 1.010, 1.875], [1.077, 0.506, -1.329], [-1.492, -1.712, -2.597], [-1.798, -1.372, -0.018], [2.125, 1.085, 1.439]], "homo_lumo_gap_ev": 9.010, "e_tot_ev": -34549.9596, "smiles": "Clc1ccc(-c2nnn[nH]2)s1"}

=====

[3]
{"formula": "C5H3ClOS", "method": "ωB97M-V/def2-TZVPD", "symbols": ["C", "C", "C", "C", "C", "H", "H", "H", "O", "S", "Cl"], "coordinates": [[-1.703, -0.014, -0.005], [-0.309, -0.336, -0.110], [0.781, 0.591, -0.270], [2.041, 0.027, -0.114], [3.080, -0.440, -0.056], [-3.431, -0.582, 0.796], [-0.336, -1.417, -0.079], [4.276, -0.563, -0.144], [-2.558, -1.071, 0.085], [-2.501, 1.522, -0.212], [0.661, 2.284, 0.111]], "homo_lumo_gap_ev": 6.934, "e_tot_ev": -30633.2324}

=====

[4]
{"formula": "C5H3F3O2S2", "method": "ωB97M-V/def2-TZVPD", "symbols": ["C", "O", "C", "O", "C", "S", "S", "C", "C", "F", "F", "F", "H", "H", "H"], "coordinates": [[-2.272, -0.387, -0.208], [-1.321, 0.521, 0.315], [-1.471, 1.825, -0.006], [-2.366, 2.299, -0.696], [-0.437, 2.646, 0.595], [1.078, 2.550, 0.545], [1.748, 0.721, -0.819], [2.306, -0.181, 0.413], [2.540, -1.650, 0.229], [3.407, -2.069, 1.150], [3.077, -2.041, -1.011], [1.471, -2.430, 0.363], [-2.521, -1.107, 0.547], [-1.970, -0.788, -1.111], [-3.270, 0.091, -0.304]], "homo_lumo_gap_ev": [7.359, 7.360], "e_tot_ev": -39146.4699, "smiles": "COC(=O)C#S#S#CC(F)(F)F"}

=====

[5]
{"formula": "C5H3F6NO5RuS7", "method": "ωB97M-V/def2-TZVPD", "symbols": ["Ru", "S", "C", "S", "S", "F", "C", "F", "F", "S", "O", "O", "N", "S", "O", "O", "C", "F", "F", "F", "C", "O", "C", "S", "S", "H", "H", "H"], "coordinates": [[-0.851, 1.403, 0.208], [-0.805, 5.868, 0.939], [-1.014, 4.268, 0.707], [-1.107, 3.400, -0.810], [-1.150, 2.989, 1.888], [3.490, 0.314, -2.052], [2.599, 1.172, -1.552], [1.385, 0.817, -1.975], [2.873, 2.388, -2.015], [2.691, 1.168, 0.301], [1.477, 1.808, 0.756], [3.941, 1.791, 0.578], [2.745, -0.361, 0.690], [1.472, -1.250, 0.941], [1.478, -1.877, 2.222], [0.217, -0.703, 0.453], [1.774, -2.623, -0.257], [0.836, -3.560, -0.094], [2.966, -3.181, -0.055], [1.716, -2.179, -1.510], [-3.924, -2.347, 0.435], [-3.323, -1.702, -0.693], [-2.718, -0.549, -0.483], [-2.699, 0.284, 1.000], [-1.847, 0.208, -1.722], [-4.191, -3.343, 0.095], [-4.816, -1.802, 0.748], [-3.213, -2.401, 1.258]], "homo_lumo_gap_ev": [7.183, 7.024], "s2": 0.76, "e_tot_ev": -111697.2088, "charge": -1, "spin_multiplicity": 2}

=====

[6]
{"formula": "C5H3FO3", "method": "ωB97M-V/def2-TZVPD", "symbols": ["C", "C", "C", "C", "O", "C", "O", "O", "H", "H", "F", "H"], "coordinates": [[-0.965, -2.465, -0.039], [-0.261, -1.554, 0.277], [0.355, -0.300, 0.475], [0.755, 0.605, -0.423], [1.165, 1.725, 0.216], [0.973, 1.528, 1.521], [1.373, 2.149, 2.449], [0.438, 0.261, 1.756], [-1.780, -3.056, 0.050], [0.792, 0.681, -1.498], [-1.564, 0.422, -2.786], [-1.281, 0.003, -1.999]], "homo_lumo_gap_ev": 9.878, "e_tot_ev": -14090.5581, "smiles": "C#Cc1coc(=O)o1.F"}

=====

Question: Which formula does entry 6 have?
Answer: C5H3FO3

=====

What did the first record say?
{"formula": "C5H39NO15", "method": "ωB97M-V/def2-TZVPD", "symbols": ["C", "O", "C", "C", "C", "C", "O", "N", "H", "H", "H", "H", "H", "H", "H", "H", "H", "H", "H", "H", "H", "H", "H", "O", "H", "H", "O", "H", "H", "O", "H", "H", "O", "H", "H", "O", "H", "H", "O", "H", "H", "O", "H", "H", "O", "H", "H", "O", "H", "H", "O", "H", "H", "O", "H", "H", "O", "H", "H", "O"], "coordinates": [[0.550, -0.975, -0.009], [1.886, -1.060, -0.456], [-0.365, -0.439, -1.245], [-1.682, -1.186, -1.503], [-1.315, -2.568, -2.220], [-0.509, -2.494, -3.504], [0.886, -2.530, -3.322], [-0.631, 1.029, -1.235], [0.211, -1.946, 0.326], [0.404, -0.437, 0.943], [2.085, -0.562, -1.365], [0.360, -0.527, -2.078], [-2.285, -0.563, -2.300], [-2.298, -1.469, -0.629], [-2.379, -3.008, -2.422], [-0.946, -3.141, -1.363], [-0.684, -1.494, -3.832], [-0.710, -3.292, -4.282], [1.123, -3.061, -2.632], [0.216, 1.526, -1.014], [-1.270, 1.066, -0.416], [0.383, 3.910, 2.197], [-0.493, 4.820, 1.544], [0.449, 4.847, 1.793], [1.773, -3.502, 0.068], [1.739, -4.654, -0.842], [1.506, -4.437, 0.037], [0.461, 3.659, 0.194], [1.582, 2.537, 0.687], [0.759, 2.731, 0.181], [-0.908, 2.441, 0.299], [-1.544, 2.256, 1.753], [-1.433, 2.927, 1.014], [-0.204, -4.130, 0.818], [-0.704, -4.921, -0.329], [-1.050, -4.314, 0.290], [-2.953, 0.540, 0.830], [-2.503, 0.830, 2.340], [-2.295, 0.276, 1.528], [0.381, 1.674, 3.306], [-0.034, 2.853, 4.166], [-0.355, 2.304, 3.452], [-1.969, -2.929, 2.312], [-2.621, -1.693, 2.487], [-2.451, -2.585, 2.960], [3.173, 0.550, -4.004], [1.821, 0.905, -3.236], [2.698, 0.606, -3.096], [-0.335, 1.647, -3.071], [0.571, 2.793, -3.349], [0.322, 1.897, -3.714], [2.584, 2.298, 3.477], [2.730, 2.449, 2.040], [2.067, 2.147, 2.713], [-1.666, 1.001, 3.991], [-2.432, -0.311, 4.570], [-2.545, 0.621, 4.187], [2.740, 0.489, 0.217], [2.943, 1.322, -1.093], [2.803, 1.426, -0.163]], "homo_lumo_gap_ev": 9.506, "e_tot_ev": -38017.4542}